C27H26AsCrNO7PSTe as an isolated structure in a non-equilibrium geometry, computed with ωB97M-V with the def2-TZVPD basis set.

Last column: Löwdin spin population.
Element x y z (Å)
1 Te 3.18 -3.51 -1.00  -0.31
2 As 5.06 -0.25 -0.82  0.01
3 Cr 2.80 -1.62 0.45  3.22
4 S 2.28 1.27 -0.27  0.01
5 P -1.01 1.03 0.56  0.00
6 O 1.63 0.03 0.27  0.03
7 O 6.11 0.99 -0.93  0.01
8 O 3.57 1.50 0.32  0.00
9 O 6.04 -1.56 -1.60  0.00
10 O 1.39 2.41 -0.23  0.00
11 O 2.86 -1.29 2.72  0.02
12 O 4.71 -0.99 0.64  0.04
13 N 1.54 -1.52 4.53  0.00
14 C -1.80 -0.08 2.94  0.00
15 C -1.86 0.75 -3.47  0.00
16 C -0.77 -1.28 -2.82  0.00
17 C -1.28 0.39 -1.14  0.00
18 C -1.81 1.20 -2.15  0.00
19 C -3.66 2.15 0.32  0.00
20 C -3.51 -2.01 1.96  0.00
21 C 1.98 0.71 -4.27  0.01
22 C -4.19 4.36 1.13  0.00
23 C -3.33 -1.88 3.33  0.00
24 C 0.93 -2.45 1.16  -0.05
25 C -1.92 3.57 1.17  0.00
26 C -2.47 -0.91 3.82  0.00
27 C 2.58 0.82 -1.96  0.01
28 C 3.65 -0.06 -2.17  0.00
29 C -2.85 4.56 1.42  0.00
30 C 1.20 -2.97 2.58  0.00
31 C -0.75 -0.86 -1.50  0.00
32 C -2.31 2.34 0.62  0.00
33 C 3.86 -0.56 -3.45  0.00
34 C 3.02 -0.19 -4.49  0.00
35 C -4.59 3.15 0.57  0.00
36 C 1.75 1.20 -3.00  0.00
37 C 1.94 -1.87 3.27  0.00
38 C -1.97 -0.20 1.55  0.00
39 C -2.85 -1.17 1.08  0.00
40 C -1.34 -0.49 -3.81  0.00
41 H 4.70 -1.23 -3.61  0.00
42 H -2.18 2.18 -1.90  0.00
43 H -1.35 -0.82 -4.84  0.00
44 H -2.53 5.51 1.86  0.00
45 H -1.12 0.69 3.30  0.00
46 H -4.92 5.13 1.33  0.00
47 H 0.59 -1.74 4.78  0.00
48 H -2.99 -1.29 0.01  0.00
49 H 0.95 1.90 -2.79  0.00
50 H -4.19 -2.76 1.58  0.00
51 H -2.32 -0.79 4.89  0.00
52 H 1.86 -3.85 2.51  0.00
53 H 1.36 1.03 -5.10  0.00
54 H -5.64 2.98 0.34  0.00
55 H -2.29 1.39 -4.23  0.00
56 H -0.32 -2.24 -3.08  0.00
57 H -0.87 3.72 1.37  0.00
58 H 0.22 -1.62 1.30  0.00
59 H -3.99 1.21 -0.10  0.00
60 H 3.20 -0.59 -5.48  0.00
61 H 0.39 -3.23 0.61  0.00
62 H -0.30 -1.49 -0.75  0.00
63 H 0.30 -3.25 3.13  0.00
64 H -3.86 -2.54 4.02  0.00
65 H 1.88 -0.63 4.87  0.00
66 H 5.63 -2.40 -1.33  0.00

As for the spin multiplicity: 4. For the max |F|, the calculation gives 0.0564 hartree/bohr. As for the total energy: -5913.8034 hartree. As for the charge: -2. The value obtained for the gap between HOMO and LUMO (spin up / spin down) is 4.362 / 4.754 eV.